#1
22
Properties=species:S:1:pos:R:3 method="wB97M-V/def2-TZVPD" smiles="C=C1CC(C)(C)[N@@H+]1C" e_lumo_ev=-3.113 homo_lumo_gap_ev=11.28 homo_energy_ev=-14.39 spin_multiplicity=1 charge=+1
C 2.83957 0.46847 -0.08602
C 1.49989 0.59978 -0.18258
C 0.50950 1.60668 0.19121
C -0.71586 0.47624 -0.00341
C -1.31366 -0.13502 1.31014
C -1.91208 0.62923 -0.93264
N 0.44721 -0.42645 -0.56825
C 0.76742 -1.79266 -0.11486
H 3.29098 -0.44911 -0.36821
H 3.50836 1.22009 0.24067
H 0.77725 2.05218 1.08643
H 0.45210 2.33992 -0.58682
H -1.76764 -1.04451 1.12331
H -2.09425 0.56763 1.83292
H -0.48196 -0.27682 2.04245
H -2.25313 -0.41432 -1.29815
H -1.63174 1.23857 -1.82740
H -2.69872 1.00500 -0.34261
H 0.45045 -0.46295 -1.63139
H 0.29760 -2.48549 -0.87604
H 1.79803 -1.76268 -0.21040
H 0.26852 -2.07266 0.81975

#2
22
Properties=species:S:1:pos:R:3 method="wB97M-V/def2-TZVPD" smiles=C[C@]1([NH3+])[C@H]2CC[C@]21C e_lumo_ev=-3.436 homo_lumo_gap_ev=9.71 homo_energy_ev=-13.14 spin_multiplicity=1 charge=+1
C -1.94678 -0.85803 -0.44470
C -0.83204 0.09065 0.00188
N -1.29707 1.09153 0.91888
C 0.25936 0.30242 -0.99164
C 1.20438 1.40237 -0.74682
C 1.63041 0.76178 0.64446
C 0.81662 -0.50620 0.24359
C 1.01727 -1.93030 0.29907
H -2.70852 -0.27969 -1.04641
H -2.41881 -1.40613 0.33485
H -1.45540 -1.55991 -1.17435
H -0.41382 1.39496 1.46120
H -2.18908 0.70401 1.15873
H -1.43765 2.05513 0.50321
H -0.10994 -0.00292 -2.01389
H 0.68380 2.39620 -0.57312
H 1.94784 1.57436 -1.55706
H 2.64516 0.56685 0.52730
H 1.41699 1.23124 1.65055
H 0.27453 -2.32925 -0.27740
H 0.93363 -2.43185 1.32129
H 1.97911 -2.26723 -0.23961

#3
22
Properties=species:S:1:pos:R:3 method="wB97M-V/def2-TZVPD" smiles="C=CCC(=C)CC[NH3+]" e_lumo_ev=-3.932 homo_lumo_gap_ev=8.38 homo_energy_ev=-12.32 spin_multiplicity=1 charge=+1
C -2.01601 1.93880 -2.29516
C -1.64544 1.06679 -1.37655
C -0.82033 -0.12696 -1.61377
C -0.22790 -0.64543 -0.31440
C -1.00023 -1.38960 0.46962
C 1.13645 -0.07884 0.14904
C 1.64733 -0.85217 1.50123
N 2.14252 -0.00958 2.62390
H -2.33879 2.95041 -2.08129
H -1.61817 2.04508 -3.30277
H -1.86776 1.20485 -0.31395
H -0.05900 -0.04322 -2.44285
H -1.37207 -1.03156 -2.00515
H -0.83007 -1.84623 1.43034
H -2.01360 -1.66593 0.27144
H 0.98813 0.98692 0.22614
H 1.79305 -0.15375 -0.70847
H 0.86531 -1.50481 1.86225
H 2.50695 -1.43501 1.04225
H 2.48265 -0.59014 3.45715
H 2.89918 0.61115 2.29127
H 1.41101 0.55235 3.03953

#4
22
Properties=species:S:1:pos:R:3 method="wB97M-V/def2-TZVPD" e_lumo_ev="-4.552 / -4.887" homo_lumo_gap_ev="7.95 / 7.71" homo_energy_ev="-12.50 / -12.59" spin_multiplicity=1 charge=+1
C 0.18831 1.76987 2.10901
C 0.25849 -2.11244 0.54653
C -0.61897 0.94641 1.51733
C 1.84954 0.26319 -0.15811
C -0.17414 0.86901 -1.61822
C -1.67931 -1.22125 -0.53214
C 0.42449 -0.01362 -0.49239
N -0.18275 -1.22407 -0.18412
H -0.21677 2.15057 3.01212
H 1.22271 2.18902 1.94293
H 1.28679 -1.93185 0.79407
H -0.42107 -2.88548 0.87763
H -1.62156 0.59459 1.61852
H 2.19261 1.05059 -0.90360
H 2.51973 -0.59736 -0.06341
H 1.99699 0.82090 0.77492
H 0.14985 1.93417 -1.67512
H 0.07526 0.43925 -2.51263
H -1.17005 0.97427 -1.54821
H -2.23083 -1.97811 0.13384
H -1.96126 -1.52663 -1.51102
H -2.08129 -0.27620 -0.37999

The structure with the most favorable energy is #1; the runner-up is 8.2 kcal/mol above it.

#1
22
Properties=species:S:1:pos:R:3 method="wB97M-V/def2-TZVPD" smiles=CC1(C)C[C@]12C[C@@H]2[NH3+] e_lumo_ev=-3.527 homo_lumo_gap_ev=10.19 homo_energy_ev=-13.71 spin_multiplicity=1 charge=+1
C 1.04227 -1.32721 -0.46775
C 0.99344 0.07658 -0.06668
C 1.90073 0.55157 1.06622
C 0.85140 0.99524 -1.33612
C -0.32617 0.72586 -0.45018
C -1.21988 1.45628 0.50148
C -1.76196 0.37196 -0.47468
N -2.10336 -0.95506 0.13575
H 0.90330 -1.99533 0.40879
H 2.01788 -1.48751 -0.84587
H 0.27219 -1.65724 -1.19770
H 1.88813 -0.02654 1.95838
H 1.52211 1.64696 1.52047
H 2.93174 0.58020 0.70984
H 0.96178 0.47582 -2.29559
H 1.21742 1.98283 -1.47674
H -1.73981 2.42690 0.60950
H -1.02761 1.06002 1.47145
H -2.41597 0.57111 -1.24576
H -1.17396 -1.40254 0.39539
H -2.70328 -1.56057 -0.50458
H -2.52869 -0.97538 1.00411

#2
22
Properties=species:S:1:pos:R:3 method="wB97M-V/def2-TZVPD" smiles="C=CC(=C)C[C@@H](C)[NH3+]" e_lumo_ev=-3.308 homo_lumo_gap_ev=9.86 homo_energy_ev=-13.16 spin_multiplicity=1 charge=+1
C 0.90394 1.75561 1.32017
C 1.56730 0.61320 1.22718
C 1.07263 -0.68283 0.71391
C 1.81961 -1.77027 0.55833
C -0.43777 -0.79291 0.65593
C -0.93400 -0.44239 -0.77435
C -2.32914 0.20326 -0.91830
N 0.04822 0.47789 -1.49471
H 1.23844 2.68216 1.78089
H -0.13005 2.00613 1.04231
H 2.55409 0.51741 1.68859
H 2.90148 -1.73935 0.48107
H 1.47648 -2.80668 0.54885
H -0.94264 -0.14455 1.37014
H -0.79553 -1.77777 0.92793
H -0.96220 -1.35697 -1.46729
H -2.12825 1.25509 -0.63676
H -2.74587 -0.00461 -1.89147
H -3.01507 -0.10045 -0.12644
H 0.46686 1.25057 -0.94017
H -0.37979 1.03604 -2.23903
H 0.75125 -0.17860 -1.82679

The structure with the most favorable energy is #2; the runner-up is 33.4 kcal/mol above it.

#1
9
Properties=species:S:1:pos:R:3 method="wB97M-V/def2-TZVPD" e_lumo_ev="-1.391 / -1.388" homo_lumo_gap_ev="6.80 / 6.82" homo_energy_ev="-8.19 / -8.20" spin_multiplicity=1
N 3.02943 0.69052 0.89462
Si -0.42980 -0.08631 0.75690
P 1.67664 0.67219 0.12691
H -3.30218 -1.25738 -1.49175
H 3.53447 -0.17501 0.70383
H -2.97673 -1.56828 -2.11489
H -1.34160 0.85829 0.11848
H -1.33578 -1.25698 0.56261
H 1.14556 2.12297 0.44329

#2
9
Properties=species:S:1:pos:R:3 method="wB97M-V/def2-TZVPD" e_lumo_ev="-1.399 / -1.414" homo_lumo_gap_ev="7.28 / 7.56" homo_energy_ev="-8.68 / -8.97" spin_multiplicity=1
N -1.42158 -0.53299 -0.06896
Si 1.43414 0.50009 0.12828
P -0.80199 1.07401 0.17486
H -0.63157 -1.21907 0.20181
H -2.24279 -0.50113 0.53882
H 0.84359 -1.89053 1.08549
H 1.68515 -0.41806 -1.03084
H 2.06556 1.70868 0.23805
H -0.93052 1.27900 -1.26749

The structure with the most favorable energy is #1; the runner-up is 9.9 kcal/mol above it.

#1
21
Properties=species:S:1:pos:R:3 method="wB97M-V/def2-TZVPD" e_lumo_ev="-3.099 / -8.750" homo_lumo_gap_ev="10.54 / 4.89" homo_energy_ev="-13.64 / -13.64" spin_multiplicity=2 charge=+1 s_squared=0.7558
N -0.09073 0.04570 -0.59336
C 0.57589 -0.01257 0.76870
C 0.23936 1.20412 1.63279
C 0.14835 -1.27094 1.48197
N 0.73441 -2.56000 1.07459
H -0.02203 0.98834 -1.13063
H 0.33663 -0.65832 -1.19017
H 1.76834 -0.11123 0.65808
H 0.85818 1.27225 2.52569
H 0.31430 2.19315 1.31985
H -0.89007 1.13137 1.87072
H -0.92893 -1.34223 1.38188
H 0.31066 -1.18481 2.67169
H 1.55037 -2.87123 1.54775
H -0.02602 -3.26169 0.84473
H -3.64003 3.77351 -3.00715
H -3.84270 4.32954 -4.35466
O -3.38229 4.56215 -3.56247
H 2.24120 -2.28833 -2.06735
H 1.53808 -2.11906 -0.63578
O 2.20704 -1.81970 -1.23689

#2
21
Properties=species:S:1:pos:R:3 method="wB97M-V/def2-TZVPD" e_lumo_ev="-3.210 / -8.490" homo_lumo_gap_ev="10.35 / 5.07" homo_energy_ev="-13.56 / -13.56" spin_multiplicity=2 charge=+1 s_squared=0.7544
N 1.10684 -0.14942 1.17310
C 0.34306 -0.20536 -0.03566
C 1.25550 -0.75755 -1.15889
C -0.89354 -1.07301 0.15900
N -1.87710 -0.37419 1.00736
H 1.47780 -1.05673 1.46495
H 1.85336 0.55955 1.23108
H 0.01450 0.80335 -0.28299
H 0.66954 -0.77321 -2.06968
H 2.13894 -0.13915 -1.28245
H 1.58452 -1.76754 -0.94355
H -0.64617 -2.05748 0.56983
H -1.33935 -1.25828 -0.80785
H -1.40349 0.12609 1.75038
H -2.45424 -1.07705 1.45678
H 2.45987 3.03309 0.27378
H 3.53945 2.05051 -0.16864
O 2.77405 2.13270 0.41033
H -3.18911 0.38865 -0.23779
H -3.52872 1.06841 -1.60810
O -3.88571 0.52662 -0.90099

The structure with the most favorable energy is #2; the runner-up is 33.1 kcal/mol above it.

#1
15
Properties=species:S:1:pos:R:3 method="wB97M-V/def2-TZVPD" e_lumo_ev="-4.218 / -8.585" homo_lumo_gap_ev="9.35 / 4.28" homo_energy_ev="-13.57 / -12.87" spin_multiplicity=1 charge=+1
C 2.13980 0.92020 -0.17828
C -3.26651 -0.19035 0.34998
C 1.86307 -1.46562 -0.14788
N -2.01099 -0.12750 -0.33090
N 1.51490 -0.15460 -0.29449
O 1.44943 2.05751 -0.08470
H 3.12623 1.05503 0.16082
H -3.82146 -1.10242 0.46038
H -3.08458 0.26122 1.35882
H -3.90392 0.56343 -0.23356
H 0.97518 -2.09890 -0.51300
H 2.24868 -1.76023 0.80790
H 2.73873 -1.77307 -0.74408
H -1.88232 0.88075 -0.47092
H 1.91376 2.93456 -0.14011

#2
15
Properties=species:S:1:pos:R:3 method="wB97M-V/def2-TZVPD" e_lumo_ev=-4.595 homo_lumo_gap_ev=8.05 homo_energy_ev=-12.64 spin_multiplicity=1 charge=+1
C 0.29525 0.38431 0.06383
C 2.75955 0.12841 0.39547
C -2.44738 0.24753 -0.51001
N 1.41649 -0.13838 -0.18187
N -2.89591 -0.12688 0.62813
O 1.67693 -1.11945 -1.08164
H 0.21591 1.18222 0.80881
H 3.03367 -0.71049 1.04961
H 3.40731 0.17553 -0.50529
H 2.83243 1.05827 0.92616
H -2.18105 -0.45328 -1.25425
H -2.49284 1.32764 -0.68216
H 0.97053 -1.48862 -1.61344
H -3.34210 -1.05085 0.75119
H -3.24880 0.58403 1.20548

#3
15
Properties=species:S:1:pos:R:3 method="wB97M-V/def2-TZVPD" e_lumo_ev=-3.485 homo_lumo_gap_ev=11.46 homo_energy_ev=-14.94 spin_multiplicity=1 charge=+1
O -0.47406 2.28887 0.95426
C -1.25731 1.45205 1.38852
C -1.45557 0.13757 0.63777
N -0.85332 0.27271 -0.72659
H -1.72415 1.55024 2.42268
H -0.98702 -0.72721 1.09468
H -2.55687 -0.00873 0.54130
H -1.56201 -0.07941 -1.39760
H -0.67394 1.26381 -0.98648
H 0.03384 -0.30717 -0.75675
C 2.55384 -0.86831 -0.74367
N 1.40841 -1.43046 -0.72265
H 2.70508 0.05697 -1.34901
H 3.38206 -1.33155 -0.22934
H 1.46104 -2.26939 -0.12713

#4
15
Properties=species:S:1:pos:R:3 method="wB97M-V/def2-TZVPD" smiles="C[NH2+][C@H](N)C=O" e_lumo_ev=-3.567 homo_lumo_gap_ev=11.19 homo_energy_ev=-14.75 spin_multiplicity=1 charge=+1
C -0.24773 1.77128 -0.84099
N 0.11036 0.98731 0.34651
C 0.06567 -0.74193 -0.03772
N -1.09941 -1.24534 0.43722
C 1.29195 -1.58401 0.44601
O 2.17070 -1.16464 1.12126
H 0.56960 1.75353 -1.55645
H -1.13601 1.35250 -1.30784
H -0.46071 2.80364 -0.57916
H -0.55751 1.11853 1.10616
H 1.05280 1.20613 0.68000
H 0.10933 -0.66510 -1.12632
H -1.93707 -1.28766 -0.11785
H -1.13298 -1.68678 1.34031
H 1.20100 -2.61745 0.08887

The structure with the most favorable energy is #4; the runner-up is 2.8 kcal/mol above it.

#1
15
Properties=species:S:1:pos:R:3 method="wB97M-V/def2-TZVPD" smiles="NC(=O)CC[NH3+]" e_lumo_ev=-3.496 homo_lumo_gap_ev=10.86 homo_energy_ev=-14.36 spin_multiplicity=1 charge=+1
N 2.11116 1.27430 -0.60271
C 0.99315 0.72438 -0.03511
O 0.68452 1.10027 1.09947
C 0.25488 -0.37494 -0.70046
C -0.69339 -1.13823 0.24528
N -1.69524 -0.21743 0.91875
H 2.29230 1.11643 -1.60118
H 2.44742 2.20515 -0.41050
H 0.91338 -1.09341 -1.17287
H -0.28297 0.04448 -1.56757
H -0.03589 -1.63674 1.06952
H -1.13135 -1.98121 -0.36407
H -2.06297 -0.62258 1.78139
H -2.52233 -0.14902 0.30469
H -1.27266 0.74855 1.03536

#2
15
Properties=species:S:1:pos:R:3 method="wB97M-V/def2-TZVPD" e_lumo_ev=-4.489 homo_lumo_gap_ev=10.46 homo_energy_ev=-14.95 spin_multiplicity=1 charge=+1
C -0.26029 -0.30989 0.87279
C -0.07891 -0.29698 -1.55078
C 2.35217 1.48238 -0.16506
N 3.15443 0.90518 0.51218
N 0.07937 0.46223 -0.31572
O 3.59130 0.12363 1.29607
H -0.26385 0.12050 1.80195
H -1.30845 -0.53426 0.65781
H 0.46997 -1.26294 0.82194
H -1.03823 -0.75205 -1.60243
H -0.02498 0.27054 -2.49358
H 0.61732 -1.11717 -1.53259
H 2.20949 2.36932 -0.73641
H 1.06184 0.86537 -0.27306
H -0.53338 1.22111 -0.31578

The structure with the most favorable energy is #1; the runner-up is 119.8 kcal/mol above it.